{
  "formula": "C3H3IS2",
  "method": "ωB97M-V/def2-TZVPD",
  "elements": ["C", "C", "C", "S", "S", "I", "H", "H", "H"],
  "coordinates": [[0.136, 0.256, -0.310], [-0.794, -0.134, 0.655], [0.738, -0.636, -1.133], [-2.101, -1.219, 0.347], [-1.545, -2.137, -1.319], [1.756, 0.390, -2.746], [0.563, 1.268, -0.275], [-1.301, 0.419, 1.436], [0.913, -1.625, -0.753]],
  "e_above_lowest_kcal_mol": 0.0,
  "total_energy_ev": -32927.955,
  "e_lumo_ev": [-1.5, -1.5],
  "orbital_gap_ha": [0.24511, 0.24478]
}